Record 1
This record from OMol25 describes 9 unconnected molecules or ions with the total composition C15H44BCl2F4O14 at a distorted geometry. The level of theory is the ωB97M-V functional and the def2-TZVPD basis.

net charge = -1
HOMO level = -7.1319 eV
LUMO energy = 2.26 eV
energy relative to the best compared isomer or geometry (same formula, charge and spin) = 0.00 kJ/mol
largest force on an atom = 2.38 eV Å⁻¹

Each line ends with the Mulliken charge.
Element x y z (Å)
B  4.5067  -16.0944  2.0912  0.839
F  4.9891  -15.6296  3.3226  -0.460
F  4.5975  -17.4960  1.9861  -0.193
F  3.1323  -15.7390  1.9212  -0.356
F  5.2107  -15.4028  1.0580  0.134
C  8.6600  -17.9374  0.4065  -0.158
C  8.4605  -16.4318  0.3965  -0.118
O  9.5910  -15.6543  0.7734  -0.596
O  9.6122  -18.2997  -0.6042  -0.579
H  7.7154  -18.4077  0.1474  0.083
H  9.0476  -18.2515  1.3820  0.273
H  7.6134  -16.1774  1.0509  0.047
H  8.1197  -16.1572  -0.6049  0.251
H  9.7387  -15.7594  1.7182  0.368
H  10.3244  -17.6517  -0.5345  0.325
C  3.6701  -21.6510  1.3507  -0.858
C  2.7609  -20.6515  2.0218  0.535
O  1.3911  -20.9532  1.8459  -0.546
O  3.8173  -21.4206  -0.0624  -0.444
H  3.3546  -22.6845  1.5251  0.416
H  4.7018  -21.5137  1.6804  0.324
H  2.9772  -19.6415  1.6686  -0.206
H  2.9252  -20.7166  3.1002  0.194
H  1.2752  -21.3625  0.9836  0.321
H  3.0828  -21.7404  -0.5935  0.267
C  1.9294  -13.9350  -0.5305  -0.223
C  2.3163  -12.4685  -0.3878  -0.181
O  3.2002  -12.0257  -1.3819  -0.586
O  3.0953  -14.6635  -0.9963  -0.567
H  1.1795  -14.1257  -1.3043  0.307
H  1.6239  -14.3522  0.4288  0.221
H  2.8484  -12.3960  0.5814  -0.058
H  1.4691  -11.7955  -0.2486  0.435
H  4.0172  -12.5517  -1.2929  0.273
H  3.4912  -15.0659  -0.2172  0.134
C  6.1882  -18.8656  5.2122  -0.221
C  6.5117  -17.6714  6.1108  0.289
O  7.9172  -17.4816  6.1341  -0.560
O  6.4911  -18.6098  3.8659  -0.396
H  5.1070  -19.0204  5.3510  0.096
H  6.7149  -19.7495  5.5731  0.361
H  6.0914  -17.8658  7.1065  0.232
H  5.9580  -16.8118  5.7223  -0.301
H  8.1005  -16.5525  5.9724  0.340
H  5.7040  -18.4421  3.3316  0.119
C  4.4760  -18.4080  -0.9762  0.811
C  4.1250  -18.9915  -2.3212  -0.765
O  5.3740  -19.3023  -3.0176  -0.576
O  4.8328  -17.0392  -1.1833  -0.381
H  5.2811  -19.0014  -0.5281  -0.010
H  3.6249  -18.4450  -0.2804  -0.109
H  3.5076  -18.2776  -2.8716  0.357
H  3.6573  -19.9746  -2.3103  0.211
H  5.5898  -18.5095  -3.5221  0.301
H  4.9282  -16.6247  -0.3137  -0.109
C  5.5168  -12.0595  4.8262  -0.302
C  4.4449  -12.9752  5.3877  -0.070
O  3.4650  -13.3484  4.4427  -0.621
O  6.6032  -12.7620  4.3101  -0.592
H  5.8300  -11.3760  5.6262  0.397
H  5.0563  -11.3875  4.0915  0.079
H  3.9916  -12.5926  6.3046  0.417
H  4.8758  -13.9373  5.6985  -0.049
H  3.9048  -13.8950  3.7801  0.183
H  6.4551  -12.9306  3.3623  0.418
C  6.7149  -12.7470  -0.4306  -0.320
C  5.9946  -11.9928  0.6528  -0.578
O  5.5430  -12.8603  1.6927  -0.298
O  5.8304  -13.3569  -1.4105  -0.596
H  7.4664  -13.4756  -0.0965  0.119
H  7.3614  -12.0684  -1.0230  0.488
H  5.1831  -11.4268  0.1823  0.261
H  6.7180  -11.3460  1.1504  0.438
H  4.9885  -13.5704  1.3362  0.045
H  6.3782  -13.9377  -1.9432  0.283
C  1.9134  -17.3048  5.2377  0.560
Cl  0.1955  -17.4338  5.6748  -0.209
Cl  2.9414  -17.3116  6.6870  -0.181
H  2.1332  -18.2213  4.7099  -0.186
H  2.1127  -16.4102  4.6791  0.009

Record 2
This record from OMol25 describes 4 unconnected molecules or ions with the total composition C15H44BN2O8P2S at a distorted geometry. The level of theory is the ωB97M-V functional and the def2-TZVPD basis.

net charge = -1
HOMO level = -4.2793 eV
LUMO energy = 2.21 eV
largest force on an atom = 1.03 eV Å⁻¹

Each line ends with the Mulliken charge.
Element x y z (Å)
C  7.2731  4.5683  1.9785  -1.364
C  6.6668  3.1697  2.1545  -0.167
C  5.9268  2.8016  0.8907  -0.813
N  5.2035  1.5494  0.9766  -0.430
B  4.0251  1.5104  1.9514  0.608
P  3.1844  -0.2588  1.8109  0.246
S  2.2298  -0.9202  3.4290  -0.567
P  2.6334  2.8055  1.5052  0.670
N  2.7229  3.4627  0.0745  -0.846
O  2.6070  3.9171  2.7152  -0.493
O  1.1739  2.0387  1.6183  -0.374
H  6.4668  5.2867  2.0483  0.329
H  7.7028  4.6629  0.9889  0.319
H  7.9903  4.8036  2.7534  0.399
H  7.4662  2.4689  2.3646  0.276
H  6.0054  3.2223  3.0060  0.233
H  6.6827  2.7057  0.1135  0.408
H  5.3026  3.6553  0.6069  0.321
H  4.9637  1.2221  0.0514  0.062
H  4.4304  1.6191  3.0788  -0.226
H  2.3260  -0.2548  0.6935  -0.139
H  4.2333  -1.1326  1.4658  0.014
H  1.8626  3.2635  -0.4257  0.187
H  1.7817  4.4320  2.6637  0.285
H  0.5497  2.5496  2.1561  0.180
C  3.6590  -1.2828  -2.6356  -0.917
O  3.3470  -0.1290  -1.8849  -0.198
C  3.6835  1.0896  -2.5323  -0.264
C  2.4676  1.7429  -3.1442  -0.275
O  1.9060  0.9637  -4.1946  -0.429
C  0.7753  0.2167  -3.7774  -0.691
H  3.1404  -2.1235  -2.1760  0.230
H  3.3326  -1.1902  -3.6750  0.370
H  4.7375  -1.4793  -2.6101  0.288
H  4.4577  0.9222  -3.2887  0.405
H  4.0859  1.7671  -1.7727  0.153
H  2.7634  2.7059  -3.5705  0.369
H  1.7208  1.9325  -2.3686  -0.022
H  -0.0993  0.8669  -3.6684  0.284
H  0.9549  -0.2973  -2.8311  0.292
H  0.5680  -0.5249  -4.5488  0.326
C  -0.9806  0.9570  -0.2464  -0.931
O  -1.6410  0.0993  -1.1743  -0.318
C  -2.3724  -0.9372  -0.5464  -0.638
C  -3.8543  -0.6389  -0.4941  -0.104
O  -4.1417  0.4810  0.3329  -0.386
C  -4.3450  1.6761  -0.3931  -0.690
H  -0.6604  1.8461  -0.7878  0.314
H  -1.6461  1.2583  0.5661  0.444
H  -0.1005  0.4681  0.1717  0.350
H  -1.9855  -1.1255  0.4594  0.364
H  -2.2231  -1.8462  -1.1402  0.377
H  -4.3737  -1.4995  -0.0624  0.037
H  -4.2447  -0.4793  -1.5046  0.294
H  -5.3295  1.6703  -0.8772  0.324
H  -3.5708  1.8255  -1.1490  0.247
H  -4.3076  2.5025  0.3154  0.255
C  -6.2760  -3.1118  2.0469  -0.896
O  -5.8620  -3.4663  0.7378  -0.247
C  -5.3002  -4.7660  0.6602  -0.461
C  -6.2865  -5.7748  0.1160  -0.595
O  -7.3880  -5.9695  0.9896  -0.373
C  -8.5462  -5.2552  0.6011  -0.687
H  -6.9089  -2.2301  1.9629  0.252
H  -6.8451  -3.9145  2.5212  0.444
H  -5.4100  -2.8631  2.6686  0.319
H  -4.9286  -5.0844  1.6381  0.370
H  -4.4455  -4.7101  -0.0214  0.352
H  -5.7809  -6.7397  0.0118  0.363
H  -6.6324  -5.4653  -0.8748  0.336
H  -9.0284  -5.7406  -0.2550  0.318
H  -8.3151  -4.2188  0.3460  0.282
H  -9.2361  -5.2648  1.4435  0.243

Record 3
This record from OMol25 describes 7 unconnected molecules or ions with the total composition C15H44F3N7O9S at a distorted geometry. The level of theory is the ωB97M-V functional and the def2-TZVPD basis.

net charge = 0
HOMO level = -7.5726 eV
LUMO energy = -1.67 eV
energy relative to the best compared isomer or geometry (same formula, charge and spin) = 665.00 kJ/mol
largest force on an atom = 5.06 eV Å⁻¹

Each line ends with the Mulliken charge.
Element x y z (Å)
O  -1.6581  0.6580  0.2032  -0.347
H  -1.8285  1.1765  0.9930  0.373
H  -2.4948  0.3312  -0.1353  0.425
H  -1.2203  1.1153  -0.5185  0.429
C  -3.7801  6.9615  -3.1474  0.559
F  -4.7701  7.8705  -3.5005  -0.215
F  -2.7726  6.9801  -4.0761  -0.213
F  -3.3207  7.3540  -1.9417  -0.218
S  -4.3565  5.1462  -3.0852  1.078
O  -3.1740  4.3290  -2.8155  -0.632
O  -5.4811  5.0209  -2.0835  -0.682
O  -4.8489  4.8880  -4.4406  -0.676
C  -0.1288  -4.9030  2.2963  0.662
O  -0.8155  -5.7909  2.7382  -0.636
N  -0.2606  -3.6135  2.4692  -0.346
N  0.8772  -5.1244  1.4405  -0.369
H  0.3355  -2.9315  2.0225  0.156
H  -1.0525  -3.2269  2.9627  0.199
H  1.3646  -4.3554  1.0033  0.139
H  1.2696  -6.0114  1.1587  0.194
C  1.2027  0.3225  -5.3296  0.642
O  0.8333  0.1947  -4.1883  -0.645
N  1.9753  -0.5457  -5.8894  -0.393
N  0.9569  1.2624  -6.2549  -0.383
H  2.3808  -0.3364  -6.7904  0.164
H  2.2759  -1.2939  -5.2812  0.215
H  1.3104  1.2949  -7.2005  0.169
H  0.2535  1.9341  -5.9825  0.232
C  4.9754  -0.4501  4.5244  -1.381
C  5.2795  -1.0151  3.1665  0.519
C  5.6368  -2.5308  3.3350  -0.589
O  6.8422  -2.6563  4.0763  -0.321
C  7.7778  -3.8123  3.9959  -0.702
N  4.2467  -0.8504  2.1103  -0.612
H  5.8360  -0.7076  5.1418  0.352
H  4.0222  -0.8061  4.9152  0.350
H  4.8462  0.6320  4.5478  0.370
H  6.2166  -0.5403  2.8760  0.149
H  5.7478  -2.8991  2.3151  0.315
H  4.8538  -3.1852  3.7181  0.329
H  7.6927  -4.3403  3.0461  0.295
H  7.7228  -4.4640  4.8679  0.253
H  8.8027  -3.4442  3.9483  0.254
H  3.7099  0.0050  2.1172  0.184
H  4.7195  -0.8877  1.2185  0.240
C  -4.2901  -1.4891  -3.7558  -1.377
C  -4.5063  -2.5339  -2.6004  0.486
C  -3.4749  -3.6346  -2.5665  -0.663
O  -3.1521  -4.2610  -3.8121  -0.325
C  -2.0914  -5.1916  -3.7228  -0.732
N  -4.6618  -1.8204  -1.3528  -0.628
H  -3.3038  -1.0281  -3.8089  0.258
H  -4.8803  -0.5764  -3.6735  0.441
H  -4.5732  -1.8955  -4.7267  0.338
H  -5.4579  -2.9998  -2.8565  0.163
H  -3.7648  -4.4025  -1.8493  0.380
H  -2.5269  -3.2360  -2.2050  0.320
H  -1.8113  -5.5633  -4.7085  0.257
H  -2.4788  -6.0262  -3.1384  0.317
H  -1.1528  -4.8238  -3.3080  0.291
H  -5.6129  -1.4811  -1.3734  0.272
H  -4.7955  -2.5236  -0.6403  0.250
C  -0.6125  3.0110  4.2726  -1.323
C  -1.4441  4.0021  3.4887  0.282
C  -0.5428  4.7691  2.4702  -0.793
O  0.1603  3.8016  1.6462  -0.253
C  1.1727  4.2896  0.8192  -0.800
N  -2.5210  3.2400  2.9063  -0.580
H  0.1666  3.5002  4.8573  0.337
H  -0.2310  2.2592  3.5818  0.276
H  -1.2614  2.5012  4.9848  0.395
H  -1.9664  4.7439  4.0929  0.334
H  0.2448  5.3492  2.9511  0.417
H  -1.0715  5.4995  1.8577  0.425
H  1.8114  3.4269  0.6296  0.250
H  1.8397  5.0056  1.2993  0.307
H  1.0265  4.6940  -0.1824  0.314
H  -3.1561  2.7950  3.5534  0.222
H  -3.0817  3.8450  2.3234  0.257